Computed, not measured: an isolated molecule of C4H9NO2 in a non-equilibrium geometry, with ωB97M-V/def2-TZVPD.

The value obtained for the LUMO energy is 0.6 eV. Its relative energy (zero: lowest compared OMol25 entry of this formula, charge and spin) is 56.35 kcal per mole. The calculation puts the orbital gap at 0.369 Eh. Its SMILES is CC(=O)NCCO.

```
16
Properties=species:S:1:pos:R:3:forces:R:3:mulliken_charge:R:1
C -0.7651 0.8068 -1.7393 2.0 0.6 -1.5 -0.90
C -0.1044 -0.5801 -1.7918 -0.7 -2.5 0.3 0.66
O -0.2393 -1.5092 -2.6261 0.0 3.0 0.9 -0.65
N 0.7119 -0.8746 -0.7277 1.8 -1.4 1.5 -0.17
C 0.9191 -0.4266 0.6740 -1.3 3.2 0.3 -0.59
C -0.3294 0.1027 1.5479 0.3 -1.5 -0.7 -0.52
O -0.0490 -0.0352 2.9549 -1.6 -3.3 -2.4 -0.50
H -1.7157 0.9092 -1.2847 -1.1 -0.7 0.6 0.27
H -0.9747 1.0727 -2.8582 0.9 0.2 2.1 0.27
H -0.0686 1.4685 -1.0658 -1.1 -0.7 -2.0 0.26
H 1.3133 -1.7165 -0.8659 -1.3 0.9 -0.3 0.25
H 1.5974 0.4976 0.7036 -0.4 -1.4 -0.1 0.24
H 1.3203 -1.2045 1.3117 0.3 -0.3 -0.5 0.39
H -0.6266 1.0889 1.2682 0.5 1.3 0.1 0.32
H -1.2755 -0.3681 1.3498 -0.1 -1.3 -0.1 0.39
H 0.2863 0.7684 3.1493 1.9 3.9 1.7 0.29
```
Forces are in eV/Å.



Computed, not measured: an isolated ion of composition C5H9O and charge -1, with ωB97M-V/def2-TZVPD.

The value obtained for the LUMO energy is 3.7 eV. Its total charge is -1. Its relative energy (zero: lowest compared OMol25 entry of this formula, charge and spin) is 3.34 kcal per mole. The calculation puts the orbital gap at 0.216 Eh. Its SMILES is C=CCCC[O-].

```
15
Properties=species:S:1:pos:R:3:forces:R:3:mulliken_charge:R:1
C -0.0133 -2.7195 -0.4254 -0.6 -0.4 0.2 -0.82
C -0.5168 -1.4927 -0.4887 0.7 0.2 -0.3 -0.18
C 0.0973 -0.3125 0.2095 0.1 0.3 0.2 -0.38
C -0.2900 1.0913 -0.2627 -0.3 -0.5 0.2 -0.49
C 0.4216 2.2193 0.5292 0.4 0.0 -0.2 -0.50
O -0.2568 3.3618 0.5681 0.1 0.3 -0.2 -0.88
H 0.8809 -2.9619 0.1383 0.0 0.1 0.1 0.28
H -0.5973 -3.5581 -0.7956 0.3 0.0 -0.3 0.25
H -1.3672 -1.3351 -1.1476 -0.3 0.1 0.3 0.31
H 1.1905 -0.4294 0.2276 -0.1 0.0 -0.1 0.31
H -0.1971 -0.3569 1.2651 0.0 -0.1 0.0 0.23
H -0.1359 1.1965 -1.3411 0.1 0.1 0.0 0.32
H -1.3573 1.2377 -0.0762 -0.1 0.0 -0.1 0.26
H 1.4586 2.2346 0.0485 -0.1 0.3 0.0 0.12
H 0.6829 1.8250 1.5508 -0.2 -0.3 0.1 0.17
```
Forces are in eV/Å.



- Among the records above, which one has the lowest orbital gap?
  C5H9O